# 1
C25H40BCsN2O4S4SbSe | wB97M-V/def2-TZVPD

Positions of all 79 atoms, in Å:
Cs -0.096 2.479 0.897
C 4.630 -2.796 -1.210
C 4.735 -1.445 -1.810
C 5.554 -0.474 -1.134
C 5.568 0.817 -1.611
C 4.869 1.193 -2.712
C 4.074 0.263 -3.371
C 4.074 -1.075 -2.985
H 5.571 -3.079 -0.703
H 4.361 -3.536 -1.938
H 3.802 -2.734 -0.460
H 6.124 -0.717 -0.266
H 6.223 1.544 -1.151
H 4.808 2.186 -3.080
H 3.484 0.551 -4.209
H 3.605 -1.841 -3.646
S 0.602 5.390 -0.043
Sb 2.764 5.513 -1.173
S 2.780 3.136 -1.641
S 4.322 5.863 1.060
C -2.464 -1.207 3.417
C -2.871 0.156 2.756
O -2.583 0.221 1.364
C -3.746 0.532 0.484
C -4.106 2.024 0.549
H -3.125 -1.572 4.196
H -1.410 -1.221 3.685
H -2.564 -1.933 2.532
H -2.382 0.961 3.320
H -3.968 0.296 2.982
H -4.582 -0.060 0.846
H -3.499 0.156 -0.545
H -5.247 2.147 0.523
H -3.700 2.506 -0.352
H -3.674 2.546 1.430
C -2.695 1.070 -3.784
S -1.178 1.685 -2.963
C -1.038 3.412 -3.578
O -1.473 1.902 -1.480
H -3.391 1.898 -3.760
H -2.964 0.283 -3.086
H -2.539 0.545 -4.790
H -1.624 4.150 -2.953
H -1.304 3.377 -4.625
H 0.054 3.624 -3.485
Se 2.647 5.087 2.256
N 3.040 3.112 2.087
C 2.908 2.723 3.348
C 2.890 1.394 3.776
C 3.121 1.083 5.090
C 3.263 2.091 6.111
C 3.275 3.434 5.816
C 3.058 3.766 4.416
N 3.062 5.094 4.107
H 2.878 0.679 2.965
H 3.379 0.020 5.331
H 3.576 1.748 7.049
H 3.277 4.324 6.481
C -4.074 -4.697 -0.390
C -3.421 -3.424 -0.724
C -3.929 -2.703 -1.972
O -3.678 -2.537 0.448
B -2.552 -2.529 1.229
O -1.481 -3.097 0.712
C -1.826 -3.449 -0.662
C -1.184 -2.325 -1.475
C -1.215 -4.790 -1.087
H -5.126 -4.543 -0.312
H -3.767 -5.089 0.564
H -3.854 -5.335 -1.205
H -5.008 -2.540 -1.915
H -3.591 -3.156 -2.927
H -3.508 -1.711 -1.939
H -1.504 -1.358 -1.097
H -1.438 -2.394 -2.549
H -0.100 -2.362 -1.353
H -1.289 -5.664 -0.384
H -0.159 -4.627 -1.119
H -1.450 -4.964 -2.172

Values from the calculation:
- charge = -2
- spin multiplicity = 2
- HOMO-LUMO gap (spin up / spin down) (hartree) = 0.0743 / 0.0733
- max |F| (eV Å⁻¹) = 3.40
- energy above the lowest of the compared OMol25 structures with the same formula, charge and spin (kcal/mol) = 72.5
- LUMO (spin up / spin down) (eV) = 2.977 / 2.950
- ⟨S²⟩ = 0.754

Results of the Löwdin charge analysis, in e, for atoms 1 through 8:
1. Cs 0.69
2. C -0.09
3. C -0.30
4. C -0.04
5. C -0.11
6. C -0.21
7. C -0.11
8. C -0.08

# 2
C25H40BeBrNOP2 | wB97M-V/def2-TZVPD

Positions of all 71 atoms, in Å:
C -4.783 1.473 -2.319
C -3.527 1.762 -2.891
C -3.460 2.791 -3.853
C -4.658 3.403 -4.256
N -5.834 3.086 -3.725
C -5.914 2.144 -2.791
C -2.390 0.989 -2.495
C -2.102 -0.052 -1.775
C -2.145 -1.193 -0.935
C -2.180 -1.058 0.473
C -1.809 -2.118 1.291
C -1.383 -3.332 0.723
C -1.507 -3.530 -0.662
C -1.906 -2.483 -1.484
Be -0.762 0.552 -2.699
P 0.862 0.359 2.435
H -2.515 3.124 -4.277
H -4.867 0.732 -1.524
H -4.658 4.174 -5.031
H -6.898 1.900 -2.387
H -1.985 -2.611 -2.567
H -2.446 -0.084 0.891
H -1.278 -4.497 -1.100
H -1.810 -1.991 2.367
C 2.308 -0.558 3.146
C 3.407 0.232 3.846
H 2.733 -1.104 2.286
H 1.867 -1.315 3.814
H 4.121 -0.476 4.287
H 3.968 0.863 3.145
H 3.025 0.857 4.662
C 1.392 2.119 2.310
C 0.245 3.019 1.842
H 2.219 2.166 1.586
H 1.787 2.442 3.283
H 0.652 3.928 1.384
H -0.387 2.522 1.093
H -0.388 3.340 2.681
C -0.281 0.413 3.879
C 0.174 1.222 5.089
H -0.453 -0.644 4.164
H -1.229 0.822 3.494
H -0.630 1.219 5.837
H 1.057 0.790 5.576
H 0.376 2.270 4.837
Br -0.692 -4.675 1.753
P 2.291 -0.328 -2.529
C 2.243 0.443 -0.830
C 3.671 0.545 -0.289
H 1.602 -0.167 -0.169
H 1.781 1.437 -0.933
H 3.695 1.047 0.688
H 4.132 -0.446 -0.167
H 4.307 1.126 -0.974
C 2.472 -2.094 -1.956
C 3.142 -2.954 -3.021
H 1.474 -2.486 -1.703
H 3.077 -2.097 -1.039
H 3.251 -3.984 -2.660
H 2.561 -2.975 -3.950
H 4.144 -2.577 -3.259
C 0.541 -0.446 -3.023
C 0.221 0.667 -4.131
H 0.064 -0.341 -1.961
H 0.306 -1.450 -3.395
H -0.531 1.494 -3.824
H 1.159 1.207 -4.329
H -0.138 0.210 -5.066
O -0.092 -2.588 4.342
H -0.258 -3.232 3.621
H -0.428 -3.002 5.152

Values from the calculation:
- charge = +2
- HOMO-LUMO gap (spin up / spin down) (hartree) = 0.1352 / 0.1352
- max |F| (eV Å⁻¹) = 4.65
- LUMO (spin up / spin down) (eV) = -9.035 / -9.034

Results of the Löwdin charge analysis, in e, for atoms 1 through 8:
1. C 0.02
2. C -0.20
3. C 0.01
4. C -0.09
5. N 0.10
6. C -0.09
7. C 0.04
8. C 0.06